(1)
16
Properties=species:S:1:pos:R:3 method="wB97M-V/def2-TZVPD" gap_ha=0.3345 e_above_lowest_ev=7.5009 homo_energy_ev=-8.41 e_lumo_ev=0.69 max_force_ha_per_bohr=0.1314 energy_ha=-413.14040
C 2.548 -0.599 0.177
C 0.108 -0.581 -0.233
C -3.346 0.275 0.064
H 2.258 -0.808 1.364
H 3.371 0.119 0.042
H 2.658 -1.495 -0.573
H 0.440 1.861 0.630
H 1.318 2.049 -0.943
H -1.209 -1.847 -0.415
H -4.316 -0.232 0.319
H -3.365 1.438 -0.082
N 1.374 0.082 -0.093
N 1.490 1.552 -0.037
N -0.040 -1.864 -0.118
N -2.242 -0.286 0.099
O -1.045 0.335 -0.201

---

(2)
101
Properties=species:S:1:pos:R:3 method="wB97M-V/def2-TZVPD" spin_multiplicity=3 gap_ha="0.1985 / 0.2193" e_above_lowest_ev=0.0000 homo_energy_ev="-6.94 / -7.26" e_lumo_ev="-1.54 / -1.29" max_force_ha_per_bohr=0.0349 energy_ha=-8086.54562
V 0.474 0.373 0.014
O -3.568 1.836 -3.288
C -3.606 2.730 -2.285
C -4.529 3.771 -2.387
C -4.595 4.745 -1.411
C -3.756 4.699 -0.296
C -2.862 3.656 -0.177
C -2.772 2.662 -1.156
C -1.770 1.606 -0.970
O -1.184 1.471 0.184
N -1.447 0.890 -2.027
N -0.318 0.110 -1.771
C 0.184 -0.561 -2.740
C 1.378 -1.378 -2.640
C 1.856 -1.991 -3.806
C 2.996 -2.761 -3.788
C 3.678 -2.930 -2.579
C 3.223 -2.345 -1.416
C 2.068 -1.565 -1.426
O 1.638 -1.031 -0.283
H -2.788 1.259 -3.140
H -5.174 3.795 -3.256
H -5.301 5.559 -1.521
H -3.805 5.467 0.464
H -2.206 3.590 0.681
H -0.323 -0.492 -3.699
H 1.310 -1.844 -4.732
H 3.361 -3.222 -4.695
H 4.582 -3.526 -2.552
H 3.751 -2.460 -0.478
N -4.675 -4.269 2.540
C -3.644 -4.510 1.696
O -3.378 -5.617 1.275
C -2.824 -3.315 1.258
C -2.968 -2.039 1.761
C -2.105 -1.045 1.335
N -1.117 -1.268 0.459
C -1.018 -2.499 -0.066
C -1.844 -3.537 0.299
H -5.159 -5.068 2.911
H -4.791 -3.388 3.005
H -3.697 -1.775 2.515
H -2.213 -0.042 1.719
H -0.234 -2.657 -0.794
H -1.722 -4.526 -0.119
C 2.636 3.715 0.141
C 2.256 2.704 -0.919
C 1.407 3.327 -2.007
C 3.479 2.002 -1.479
O 1.436 1.668 -0.277
H 3.277 4.473 -0.313
H 3.180 3.228 0.951
H 1.749 4.206 0.544
H 2.023 4.014 -2.587
H 0.567 3.877 -1.581
H 1.013 2.563 -2.682
H 4.099 2.722 -2.012
H 3.183 1.212 -2.174
H 4.057 1.554 -0.670
C 4.494 -1.407 4.070
O 4.469 -0.363 3.074
C 3.431 0.441 2.833
O 3.493 1.170 1.870
C 2.185 0.433 3.682
C 2.139 0.662 4.993
As 0.531 0.621 6.290
C 0.814 -1.269 6.728
C -0.814 0.485 4.920
C -0.532 -0.412 3.858
As 0.541 0.501 2.565
C 0.313 2.416 2.810
C -0.724 -1.839 3.993
O -1.507 -2.312 4.790
O -0.174 -2.737 3.098
C 1.193 -2.644 2.727
C -1.671 1.640 4.757
O -1.780 2.595 5.501
O -2.427 1.554 3.610
C -3.352 2.624 3.413
C 3.393 0.868 5.795
O 3.725 0.099 6.656
O 4.149 1.956 5.567
C 3.751 3.027 4.698
H 5.256 -1.158 4.801
H 4.757 -2.327 3.554
H 3.542 -1.520 4.574
H 1.536 -1.329 7.537
H 1.164 -1.850 5.876
H -0.155 -1.658 7.038
H 0.262 2.687 3.859
H -0.567 2.760 2.274
H 1.206 2.840 2.353
H 1.535 -3.661 2.535
H 1.789 -2.232 3.538
H 1.346 -2.060 1.822
H -3.628 2.593 2.360
H -2.907 3.585 3.664
H -4.236 2.478 4.034
H 4.614 3.280 4.090
H 3.474 3.878 5.316
H 2.920 2.758 4.055

---

(3)
106
Properties=species:S:1:pos:R:3 method="wB97M-V/def2-TZVPD" spin_multiplicity=4 gap_ha="0.1459 / 0.2891" e_above_lowest_ev=5.1484 homo_energy_ev="-5.01 / -8.43" e_lumo_ev="-1.04 / -0.56" max_force_ha_per_bohr=0.0929 energy_ha=-2772.44090
W -0.202 -0.216 0.011
C -4.023 1.574 0.226
C -2.864 2.439 -0.129
C -2.969 3.824 -0.238
C -1.737 4.261 -0.673
C -1.318 5.659 -0.950
N -0.953 3.176 -0.811
N -1.622 2.043 -0.462
B 0.474 3.185 -1.364
N 0.639 2.037 -2.374
N 0.094 0.788 -2.233
C 0.126 0.231 -3.465
C -0.458 -1.060 -3.905
C 0.740 1.101 -4.362
C 1.056 2.233 -3.638
C 1.758 3.448 -4.131
N 1.459 3.031 -0.224
N 1.602 1.828 0.385
C 2.595 1.982 1.277
C 3.180 0.954 2.176
C 3.057 3.300 1.247
C 2.315 3.939 0.280
C 2.400 5.368 -0.118
H -4.725 2.144 0.831
H -3.710 0.699 0.785
H -4.548 1.281 -0.684
H -3.834 4.418 -0.032
H -2.170 6.322 -0.829
H -0.933 5.761 -1.961
H -0.537 5.972 -0.262
H 0.666 4.205 -1.917
H 0.036 -1.909 -3.448
H -0.351 -1.137 -4.983
H -1.516 -1.105 -3.665
H 0.904 0.931 -5.404
H 2.179 3.232 -5.109
H 2.563 3.736 -3.457
H 1.074 4.292 -4.228
H 3.110 -0.024 1.716
H 2.650 0.937 3.127
H 4.220 1.209 2.365
H 3.827 3.724 1.857
H 3.273 5.810 0.354
H 1.518 5.908 0.220
H 2.480 5.491 -1.195
O -1.509 -5.334 -2.527
C -2.678 -4.717 -2.416
O -3.708 -5.236 -2.787
C -2.672 -3.349 -1.864
C -3.775 -2.544 -1.716
N -3.371 -1.314 -1.341
N -2.001 -1.234 -1.185
C -1.566 -2.524 -1.487
C -0.179 -2.755 -1.378
O 0.436 -3.827 -1.614
O 0.458 -1.621 -1.034
H -0.724 -4.817 -2.165
H -4.808 -2.789 -1.865
H -3.957 -0.566 -1.008
C 3.561 -0.791 -2.742
N 3.689 -1.824 -1.741
C 4.397 -3.019 -2.157
C 3.929 -4.228 -1.363
C 3.979 -3.845 0.107
N 3.106 -2.712 0.329
C 2.154 -2.817 1.412
C 3.036 -1.691 -0.560
O 2.440 -0.619 -0.290
H 3.134 -1.210 -3.657
H 4.536 -0.353 -2.975
H 2.899 -0.017 -2.359
H 5.477 -2.865 -2.020
H 4.213 -3.177 -3.223
H 4.566 -5.089 -1.564
H 2.895 -4.465 -1.625
H 5.005 -3.583 0.401
H 3.644 -4.670 0.736
H 1.810 -3.850 1.488
H 1.282 -2.191 1.193
H 2.595 -2.506 2.362
O 0.701 -0.154 1.693
N 0.276 0.289 2.931
C -0.393 1.512 2.981
C -1.096 1.858 4.096
C -1.260 0.953 5.158
C -0.752 -0.350 4.990
C -0.030 -0.676 3.888
H -0.257 2.152 2.115
H -1.538 2.844 4.144
H -1.798 1.228 6.047
H -0.952 -1.113 5.725
H 0.374 -1.655 3.691
O -0.921 -1.929 1.080
C -1.824 -1.153 1.652
O -1.732 0.102 1.178
C -2.769 -1.566 2.602
C -2.862 -2.935 2.967
C -3.804 -3.349 3.870
C -4.681 -2.437 4.455
C -4.582 -1.086 4.131
C -3.647 -0.644 3.230
H -2.177 -3.623 2.496
H -3.872 -4.394 4.138
H -5.426 -2.771 5.159
H -5.251 -0.379 4.601
H -3.546 0.407 3.005

---

(4)
87
Properties=species:S:1:pos:R:3 method="wB97M-V/def2-TZVPD" gap_ha=0.2560 e_above_lowest_ev=0.7255 homo_energy_ev=-6.70 e_lumo_ev=0.26 max_force_ha_per_bohr=0.0117 energy_ha=-2683.14832
Cd -0.615 0.485 -0.827
C -1.633 3.906 -4.012
C -0.930 3.210 -3.016
N -1.518 2.449 -2.127
C -2.862 2.309 -2.149
C -3.660 2.972 -3.114
C -2.996 3.793 -4.051
C -5.059 2.777 -3.123
C -5.613 1.896 -2.238
C -4.838 1.244 -1.263
C -3.476 1.479 -1.129
N -2.632 1.048 -0.143
C -2.905 0.896 1.175
C -4.144 0.730 1.797
C -4.292 0.795 3.192
C -3.229 1.024 4.021
C -1.934 1.103 3.465
C -0.780 1.305 4.252
C 0.455 1.342 3.664
C 0.538 1.144 2.279
N -0.518 0.982 1.517
C -1.754 0.983 2.063
H -1.098 4.510 -4.731
H 0.151 3.281 -2.947
H -3.580 4.310 -4.803
H -5.665 3.319 -3.838
H -6.677 1.697 -2.274
H -5.333 0.537 -0.619
H -5.032 0.576 1.209
H -5.286 0.681 3.607
H -3.367 1.149 5.088
H -0.882 1.430 5.324
H 1.353 1.499 4.245
H 1.507 1.110 1.790
S 2.692 -0.335 -3.948
C 3.457 0.485 -2.659
C 2.589 0.786 -1.652
C 1.249 0.361 -1.889
C 1.152 -0.262 -3.103
C -0.048 -0.837 -3.705
C -0.009 -1.539 -4.917
C -1.172 -2.059 -5.446
C -2.367 -1.874 -4.761
C -2.325 -1.170 -3.571
N -1.210 -0.668 -3.050
H 4.511 0.712 -2.727
H 2.910 1.307 -0.759
H 0.933 -1.670 -5.431
H -1.153 -2.601 -6.382
H -3.300 -2.263 -5.142
H -3.232 -0.990 -3.001
C -2.062 -2.395 2.809
O -2.002 -1.954 1.462
H -2.639 -3.322 2.899
H -2.496 -1.638 3.467
H -1.038 -2.591 3.127
H -2.874 -1.640 1.204
C 6.861 2.804 2.346
C 5.959 1.606 2.216
C 5.582 1.124 0.967
C 4.771 0.011 0.842
C 4.301 -0.650 1.975
N 3.432 -1.742 1.773
C 2.911 -2.583 2.713
O 3.227 -2.622 3.886
N 1.981 -3.498 2.225
C 1.113 -3.449 1.131
C 0.438 -4.609 0.750
C -0.462 -4.553 -0.296
C -0.672 -3.340 -0.934
N -0.050 -2.230 -0.568
C 0.812 -2.279 0.437
C 4.681 -0.189 3.232
C 5.497 0.927 3.338
H 6.662 3.529 1.556
H 7.908 2.503 2.264
H 6.729 3.292 3.311
H 5.929 1.634 0.076
H 4.496 -0.350 -0.142
H 3.213 -1.939 0.809
H 1.826 -4.245 2.881
H 0.611 -5.533 1.290
H -1.018 -5.433 -0.589
H -1.370 -3.248 -1.760
H 1.244 -1.327 0.725
H 4.346 -0.708 4.115
H 5.781 1.279 4.323